# 1
{"formula": "C23H48AsF6N4O5PSc", "method": "ωB97M-V/def2-TZVPD", "multiplicity": 2, "lumo_ev": [-4.55, -9.17], "total_charge": 2, "s2": 0.76, "homo_ev": [-14.27, -14.27], "total_energy_ha": -5437.23979, "relative_energy_kj_mol": 118.49, "gap_ev": [9.718, 5.100], "elements": ["Sc", "C", "C", "C", "C", "C", "C", "N", "C", "C", "N", "C", "C", "O", "O", "C", "C", "C", "C", "C", "C", "N", "C", "C", "N", "C", "C", "O", "O", "H", "H", "H", "H", "H", "H", "H", "H", "H", "H", "H", "H", "H", "H", "H", "H", "H", "H", "H", "H", "H", "H", "H", "H", "H", "H", "H", "H", "H", "H", "H", "H", "H", "H", "H", "H", "H", "H", "H", "F", "As", "F", "F", "F", "F", "F", "C", "P", "C", "C", "O", "H", "H", "H", "H", "H", "H", "H", "H", "H"], "positions_angstrom": [[-0.714, 0.399, -1.687], [3.910, -1.790, 1.194], [2.736, -2.733, 0.958], [1.899, -3.015, 2.247], [1.132, -1.931, 3.062], [0.324, -2.678, 4.124], [2.043, -0.920, 3.750], [0.138, -1.263, 2.133], [-0.848, -0.223, 2.572], [-0.253, 1.175, 2.700], [-0.383, 2.006, 1.506], [-1.757, 2.450, 1.282], [-2.528, 1.789, 0.079], [-4.415, 3.188, 0.067], [-2.015, 0.571, -0.267], [0.636, 3.085, 1.384], [1.765, 3.054, 2.412], [1.134, 3.237, -0.066], [2.134, 2.266, -0.738], [2.210, 2.706, -2.208], [3.543, 2.420, -0.137], [1.639, 0.825, -0.668], [2.723, -0.067, -1.158], [2.437, -1.565, -1.331], [1.924, -2.375, -0.219], [0.954, -3.334, -0.655], [-0.434, -2.577, -0.542], [-1.249, -3.044, 0.234], [-0.446, -1.487, -1.165], [4.458, -2.126, 2.072], [3.601, -0.761, 1.362], [4.605, -1.811, 0.355], [3.172, -3.712, 0.715], [2.612, -3.447, 2.949], [1.186, -3.814, 2.028], [0.994, -3.287, 4.729], [-0.417, -3.341, 3.673], [-0.184, -1.990, 4.798], [2.820, -1.456, 4.295], [1.490, -0.333, 4.482], [2.538, -0.237, 3.061], [0.631, -0.901, 1.317], [-0.454, -2.027, 1.761], [-1.289, -0.552, 3.510], [-1.619, -0.223, 1.800], [0.802, 1.083, 2.923], [-0.719, 1.658, 3.570], [-1.799, 3.533, 1.154], [-2.346, 2.214, 2.178], [0.119, 4.033, 1.579], [2.391, 2.163, 2.366], [1.380, 3.162, 3.426], [2.409, 3.914, 2.227], [1.597, 4.225, -0.129], [0.254, 3.272, -0.700], [2.434, 3.772, -2.244], [1.267, 2.542, -2.723], [3.008, 2.199, -2.749], [3.730, 3.470, 0.084], [4.313, 2.117, -0.846], [3.694, 1.861, 0.789], [1.534, 0.651, 0.331], [3.613, 0.069, -0.549], [2.967, 0.259, -2.167], [3.387, -2.010, -1.654], [1.737, -1.681, -2.153], [0.920, -4.227, -0.043], [1.098, -3.599, -1.705], [-1.941, -0.435, -3.056], [-0.754, -0.588, -4.534], [0.500, 0.159, -3.259], [-1.189, 1.044, -4.788], [0.482, -0.578, -5.677], [-1.982, -1.263, -5.456], [-0.253, -2.077, -3.845], [-4.043, 1.845, 0.352], [-2.396, 2.818, -1.549], [-2.281, 4.618, -1.536], [-3.668, 2.301, -2.726], [-1.057, 2.274, -2.094], [-5.354, 3.330, 0.223], [-4.275, 1.592, 1.391], [-4.550, 1.124, -0.296], [-3.272, 5.064, -1.531], [-1.752, 4.888, -2.451], [-1.718, 4.983, -0.678], [-4.626, 2.776, -2.537], [-3.774, 1.218, -2.705], [-3.298, 2.595, -3.710]], "forces_ev_per_a": [[1.0, 0.4, 1.6], [-0.1, 0.0, -0.1], [0.1, 0.5, 0.8], [-0.2, 0.1, -0.3], [0.3, -0.1, 0.3], [-0.1, 0.0, 0.0], [0.0, 0.0, -0.1], [-0.3, -0.5, -0.5], [-0.2, 0.5, 0.2], [-0.1, 0.2, 0.0], [0.4, -0.4, -0.1], [-0.2, -0.3, -0.3], [-0.3, 1.3, -0.3], [0.1, 0.0, 0.1], [-0.8, 0.2, 0.6], [0.1, 0.1, -0.2], [-0.1, 0.1, 0.0], [-0.1, -0.2, 0.2], [0.0, 0.4, -0.1], [0.0, -0.2, 0.1], [0.0, 0.0, -0.1], [0.0, -0.2, -0.1], [0.0, 0.0, 0.2], [-0.3, 0.8, -0.2], [0.4, -1.1, -0.8], [0.1, 0.1, 0.3], [-0.6, 0.0, 0.6], [0.4, 0.1, -0.2], [0.4, -1.4, 0.6], [0.0, 0.0, 0.0], [0.0, 0.0, 0.0], [0.0, 0.0, 0.0], [-0.2, 0.0, -0.1], [0.0, 0.0, 0.0], [0.0, 0.0, 0.0], [0.0, 0.0, 0.0], [0.0, 0.0, 0.0], [0.0, 0.0, 0.0], [0.0, 0.0, 0.0], [0.0, 0.0, 0.0], [0.0, 0.0, 0.0], [0.0, 0.2, -0.1], [0.1, 0.0, -0.1], [0.1, -0.1, 0.0], [0.0, -0.1, 0.0], [0.0, 0.0, 0.1], [0.0, -0.1, 0.0], [0.0, 0.0, 0.2], [0.0, 0.1, 0.0], [0.0, 0.0, 0.0], [0.0, 0.0, 0.0], [0.0, 0.0, 0.0], [0.0, 0.0, 0.0], [0.0, 0.0, -0.1], [0.0, 0.1, -0.1], [0.0, 0.0, 0.0], [0.0, 0.0, 0.0], [0.0, 0.0, 0.0], [0.0, 0.0, 0.0], [0.0, 0.0, 0.0], [0.0, 0.0, 0.0], [-0.1, 0.1, 0.0], [0.0, 0.0, -0.1], [0.0, -0.1, 0.0], [0.0, -0.2, 0.1], [0.0, -0.1, 0.0], [0.1, 0.1, 0.1], [0.0, 0.1, 0.0], [0.3, -0.4, -1.2], [0.1, 0.2, 0.1], [0.1, -0.5, -1.4], [0.1, -0.3, -0.2], [-0.1, 0.0, 0.0], [0.0, 0.1, 0.0], [-0.1, 0.1, -0.1], [0.1, -0.5, 0.2], [-0.4, 0.1, 0.2], [-0.1, -0.3, 0.0], [0.2, 0.3, 0.2], [0.0, 0.7, -0.3], [0.0, 0.0, 0.0], [0.0, 0.0, 0.0], [0.0, 0.1, 0.0], [0.0, 0.0, 0.0], [0.0, 0.0, 0.0], [0.0, 0.0, 0.0], [0.0, 0.0, 0.0], [0.0, 0.0, 0.0], [0.0, 0.0, 0.0]]}

***

# 2
{"formula": "C23H48Br2InO12", "method": "ωB97M-V/def2-TZVPD", "lumo_ev": 1.59, "total_charge": -1, "homo_ev": -4.47, "total_energy_ha": -7146.11649, "gap_ev": 6.063, "elements": ["C", "C", "C", "C", "In", "C", "Br", "C", "C", "Br", "H", "H", "H", "H", "H", "H", "H", "H", "H", "H", "H", "H", "H", "H", "H", "H", "C", "C", "O", "C", "O", "O", "C", "H", "H", "H", "H", "H", "H", "H", "H", "C", "C", "O", "C", "O", "O", "C", "H", "H", "H", "H", "H", "H", "H", "H", "C", "C", "O", "C", "O", "O", "C", "H", "H", "H", "H", "H", "H", "H", "H", "C", "C", "O", "C", "O", "O", "C", "H", "H", "H", "H", "H", "H", "H", "H"], "positions_angstrom": [[7.084, -0.086, -2.818], [6.791, -1.241, -1.691], [7.194, -0.833, -0.156], [6.165, 0.259, 0.526], [9.298, -0.025, 0.095], [10.519, -1.358, 1.467], [12.143, -2.157, 0.571], [9.628, -2.519, 2.234], [9.137, -3.746, 1.249], [8.084, -1.728, 3.286], [6.485, 0.923, -2.631], [6.740, -0.476, -3.881], [8.227, 0.179, -2.897], [7.318, -2.273, -1.955], [5.627, -1.484, -1.681], [7.123, -1.809, 0.493], [5.205, -0.360, 0.869], [5.907, 1.168, -0.167], [6.648, 0.654, 1.538], [10.137, 0.287, -1.472], [9.151, 1.590, 0.942], [10.947, -0.663, 2.337], [10.354, -2.984, 3.057], [9.688, -3.740, 0.203], [9.373, -4.751, 1.849], [7.965, -3.722, 1.114], [-0.705, 1.863, 0.512], [-0.152, 3.229, 0.881], [0.600, 3.168, 2.099], [1.837, 2.620, 2.002], [2.356, 2.190, 0.984], [2.389, 2.608, 3.241], [3.655, 1.955, 3.301], [-1.285, 1.446, 1.342], [-1.345, 1.930, -0.372], [0.099, 1.151, 0.299], [-0.985, 3.918, 1.057], [0.453, 3.655, 0.073], [4.355, 2.377, 2.572], [3.526, 0.882, 3.137], [4.069, 2.107, 4.302], [-6.906, 0.316, 4.430], [-6.090, -0.925, 4.751], [-4.773, -0.833, 4.193], [-3.911, -0.015, 4.846], [-4.153, 0.630, 5.853], [-2.735, -0.017, 4.168], [-1.768, 0.890, 4.691], [-6.921, 0.498, 3.351], [-7.933, 0.206, 4.788], [-6.475, 1.208, 4.896], [-6.568, -1.797, 4.294], [-6.040, -1.112, 5.830], [-1.597, 0.719, 5.759], [-2.091, 1.920, 4.511], [-0.826, 0.725, 4.161], [-5.139, 3.751, -4.624], [-4.207, 2.653, -4.140], [-4.094, 2.667, -2.711], [-5.153, 2.161, -2.031], [-6.169, 1.697, -2.522], [-4.897, 2.284, -0.704], [-5.982, 1.886, 0.131], [-4.819, 4.725, -4.239], [-5.158, 3.789, -5.717], [-6.162, 3.591, -4.269], [-3.203, 2.833, -4.538], [-4.523, 1.665, -4.494], [-6.312, 0.869, -0.104], [-6.808, 2.595, 0.028], [-5.636, 1.904, 1.168], [-4.811, -1.194, -2.817], [-6.202, -1.371, -3.401], [-6.172, -2.222, -4.553], [-6.036, -3.548, -4.304], [-5.947, -4.069, -3.203], [-5.990, -4.197, -5.495], [-5.739, -5.596, -5.379], [-4.115, -0.838, -3.582], [-4.827, -0.480, -1.989], [-4.412, -2.143, -2.443], [-6.577, -0.398, -3.736], [-6.911, -1.751, -2.657], [-6.459, -6.075, -4.708], [-4.716, -5.761, -5.030], [-5.844, -6.043, -6.371]], "forces_ev_per_a": [[-0.1, -0.1, -0.5], [-0.7, -0.1, 0.6], [-0.9, -0.3, -0.1], [0.1, -1.1, 0.8], [-0.3, 0.6, -0.4], [-1.0, 0.4, 2.5], [-0.7, 0.1, 0.7], [2.7, -1.3, -0.6], [-0.5, -0.4, 0.9], [1.1, -0.4, -0.7], [1.2, -2.2, -0.1], [0.6, 0.7, 2.1], [-2.3, -0.6, 0.3], [-0.9, 2.3, 0.4], [2.1, 0.5, -0.3], [0.0, 1.8, -1.3], [1.5, 1.6, -0.9], [0.4, -1.8, 1.3], [-1.0, -0.6, -2.2], [0.0, -0.2, 0.3], [0.1, -0.5, -0.1], [-0.7, -1.7, -1.9], [-1.9, 0.9, -1.6], [-1.1, 0.1, 2.3], [-0.4, 2.1, -1.5], [2.5, 0.1, 0.1], [0.2, -0.3, 0.0], [-0.3, -0.2, -0.5], [0.8, -0.1, 0.2], [0.4, -0.5, -0.5], [-0.8, 0.7, 1.5], [-0.8, 0.3, -0.9], [0.7, -0.3, 0.1], [-0.1, 0.2, -0.1], [0.0, 0.0, 0.1], [-0.1, 0.2, 0.0], [0.3, 0.0, 0.3], [0.1, -0.2, 0.2], [-0.2, -0.2, 0.0], [0.1, 0.2, -0.2], [-0.3, 0.1, -0.1], [0.1, 0.3, 0.0], [-0.6, 0.1, 0.2], [0.8, 0.4, 0.4], [0.0, 0.4, 0.2], [0.3, -0.9, -1.3], [-1.2, -0.2, 0.5], [0.6, 0.4, 0.2], [-0.1, -0.2, 0.1], [0.1, 0.0, -0.1], [-0.1, -0.2, 0.1], [0.4, 0.1, -0.1], [0.1, 0.2, -0.2], [-0.2, 0.1, -0.2], [0.0, -0.1, 0.2], [-0.3, -0.1, -0.1], [-0.3, 0.1, 0.2], [-0.2, 0.1, -0.7], [-0.7, -0.6, 0.8], [-0.2, 0.2, -0.2], [1.3, 0.6, 0.7], [0.0, -0.1, -1.2], [-0.4, -0.2, 0.4], [0.1, -0.1, -0.1], [0.1, 0.0, 0.1], [0.2, -0.1, -0.1], [-0.1, -0.1, 0.4], [-0.1, 0.1, 0.2], [0.0, 0.2, -0.1], [0.0, -0.2, -0.1], [0.2, 0.1, -0.3], [0.2, -0.3, 0.1], [0.1, 0.5, 0.6], [-0.1, -1.3, -0.1], [0.2, 0.1, 0.5], [-0.2, 0.6, -1.5], [-0.2, 0.6, 0.8], [0.1, -0.5, 0.0], [-0.1, 0.1, 0.1], [0.0, -0.1, -0.1], [-0.2, 0.1, 0.0], [0.0, -0.3, -0.2], [0.2, -0.1, -0.2], [0.2, 0.2, 0.0], [-0.2, 0.0, 0.1], [0.0, 0.4, 0.1]]}

***

# 3
{"formula": "C23H48BrN6O3", "method": "ωB97M-V/def2-TZVPD", "lumo_ev": -2.24, "total_charge": 1, "homo_ev": -11.57, "total_energy_ha": -4033.23927, "gap_ev": 9.330, "elements": ["C", "C", "O", "C", "C", "C", "C", "C", "N", "C", "N", "C", "N", "C", "C", "C", "C", "C", "C", "Br", "C", "C", "N", "H", "H", "H", "H", "H", "H", "H", "H", "H", "H", "H", "H", "H", "H", "H", "H", "H", "H", "H", "H", "H", "H", "H", "H", "H", "H", "H", "H", "H", "H", "H", "H", "H", "H", "C", "C", "O", "N", "C", "H", "H", "H", "H", "H", "H", "H", "C", "C", "O", "N", "C", "H", "H", "H", "H", "H", "H", "H"], "positions_angstrom": [[-2.429, -0.710, 3.804], [-1.210, -1.442, 3.229], [-1.349, -1.682, 1.830], [-1.956, -2.926, 1.534], [-0.999, -4.118, 1.582], [0.354, -3.851, 0.900], [0.337, -4.204, -0.601], [0.834, -3.115, -1.555], [0.400, -1.754, -1.246], [-0.778, -1.172, -1.198], [-0.727, 0.107, -0.900], [0.581, 0.350, -0.723], [1.134, 1.536, -0.434], [0.236, 2.680, -0.195], [0.175, 3.167, 1.264], [-1.252, 3.444, 1.731], [-1.229, 3.833, 3.215], [-1.853, 4.574, 0.858], [2.577, 1.633, -0.388], [3.323, 0.569, 1.119], [3.147, 3.052, -0.380], [3.500, 3.695, 0.964], [1.289, -0.770, -0.918], [-3.033, -1.364, 4.436], [-3.060, -0.354, 2.989], [-2.126, 0.142, 4.413], [-0.295, -0.859, 3.359], [-1.063, -2.392, 3.754], [-2.794, -3.112, 2.220], [-2.408, -2.831, 0.541], [-0.819, -4.419, 2.615], [-1.490, -4.931, 1.036], [0.660, -2.818, 1.088], [1.101, -4.477, 1.397], [-0.682, -4.489, -0.876], [0.983, -5.070, -0.754], [0.534, -3.338, -2.582], [1.927, -3.090, -1.558], [-1.691, -1.706, -1.410], [0.529, 3.487, -0.865], [-0.752, 2.353, -0.509], [0.752, 4.090, 1.370], [0.647, 2.420, 1.915], [-1.852, 2.534, 1.629], [-0.736, 3.069, 3.823], [-0.648, 4.754, 3.338], [-2.235, 4.007, 3.597], [-1.977, 5.482, 1.452], [-2.825, 4.300, 0.445], [-1.170, 4.804, 0.039], [2.972, 1.121, -1.269], [2.466, 3.703, -0.928], [4.061, 3.004, -0.978], [2.771, 3.483, 1.744], [4.479, 3.366, 1.313], [3.546, 4.779, 0.840], [2.275, -0.954, -0.809], [-0.856, -8.977, -1.553], [-0.626, -8.109, -0.339], [-1.478, -7.340, 0.082], [0.578, -8.213, 0.284], [1.701, -9.065, -0.062], [-1.858, -8.785, -1.921], [-0.136, -8.749, -2.339], [-0.767, -10.034, -1.299], [0.661, -7.629, 1.102], [1.927, -9.757, 0.750], [2.593, -8.471, -0.266], [1.469, -9.647, -0.948], [-0.260, 8.199, -2.454], [-0.365, 6.713, -2.699], [-0.309, 5.907, -1.779], [-0.534, 6.299, -3.978], [-0.628, 7.108, -5.179], [-0.133, 8.357, -1.387], [0.595, 8.623, -2.982], [-1.161, 8.714, -2.786], [-0.607, 5.299, -4.075], [-1.588, 6.954, -5.673], [0.168, 6.853, -5.880], [-0.538, 8.159, -4.930]], "forces_ev_per_a": [[0.0, -0.2, 0.1], [-0.1, 0.0, 0.1], [0.2, -0.1, -0.1], [-0.3, -0.1, 0.1], [0.1, 0.3, -0.4], [0.1, -0.3, 0.2], [-0.2, 0.4, 0.3], [0.3, -0.5, -0.2], [0.4, -0.1, 0.2], [-0.9, -0.2, -0.2], [0.1, 0.1, 0.1], [0.1, 0.6, 0.1], [0.2, 0.0, 0.1], [-0.1, 0.3, 0.1], [0.1, -0.4, 0.1], [0.0, 0.4, 0.2], [0.2, 0.0, -0.2], [0.1, -0.3, 0.2], [-0.3, 0.2, -0.3], [0.0, -0.1, 0.0], [0.3, 0.1, 0.1], [0.0, 0.1, 0.0], [0.2, -0.4, -0.3], [0.0, 0.1, -0.1], [0.1, 0.1, 0.0], [0.0, 0.0, 0.0], [-0.1, 0.0, -0.1], [0.1, 0.1, 0.0], [0.0, 0.0, -0.1], [0.1, 0.0, 0.0], [-0.1, -0.1, 0.0], [0.0, -0.2, 0.5], [0.0, 0.0, -0.1], [0.0, 0.1, -0.1], [0.1, -0.1, -0.1], [-0.2, 0.0, -0.3], [0.0, 0.1, 0.1], [-0.1, 0.1, 0.1], [0.0, -0.1, 0.0], [-0.1, 0.0, 0.0], [0.1, 0.0, 0.0], [0.0, 0.0, 0.0], [-0.1, 0.0, -0.1], [0.1, -0.1, -0.1], [-0.2, 0.0, 0.0], [-0.1, 0.0, 0.0], [0.0, 0.0, 0.0], [0.0, 0.0, -0.1], [0.0, 0.1, 0.0], [-0.3, 0.2, 0.0], [0.0, -0.1, 0.1], [0.0, -0.1, -0.1], [-0.1, 0.0, 0.0], [0.1, 0.0, -0.1], [-0.1, -0.1, 0.0], [0.0, -0.1, 0.0], [0.0, 0.0, 0.2], [-0.1, 0.0, 0.0], [0.0, 0.0, 0.1], [0.1, 0.1, -0.1], [0.1, 0.1, -0.1], [-0.1, 0.0, 0.1], [0.0, 0.0, 0.0], [0.0, 0.0, 0.0], [0.0, 0.0, 0.0], [0.0, 0.0, 0.0], [0.0, 0.0, 0.0], [0.0, 0.0, 0.0], [0.0, 0.0, 0.0], [0.0, 0.0, 0.0], [-0.1, 0.1, 0.0], [0.2, -0.1, -0.1], [0.0, 0.0, 0.0], [0.0, -0.1, 0.0], [0.0, 0.0, 0.0], [0.0, 0.0, 0.0], [0.0, 0.0, 0.0], [0.0, 0.0, 0.0], [0.0, 0.0, 0.0], [0.0, 0.0, 0.0], [0.0, 0.0, 0.0]]}